ORCA calculation (wB97M-V/def2-TZVPD) on a structure of composition C57H45N11O4P2S2Se2Sr.

Each line ends with the Löwdin charge.
Cartesian coordinates (Å):
Sr: 1.030 1.768 1.147  1.150
C: 5.546 -1.320 3.902  -0.484
S: 4.467 -0.306 4.920  0.759
C: 3.459 0.618 3.734  -1.153
S: 3.687 0.431 2.056  0.498
N: 2.620 1.322 4.422  -0.135
N: 1.787 2.159 3.690  -0.068
C: 0.711 2.456 4.293  -0.111
C: -0.255 3.545 3.800  -0.397
C: 0.022 4.732 4.720  -0.067
C: 0.045 5.990 4.241  -0.150
C: -0.062 6.241 2.840  -0.152
C: 0.010 5.124 2.031  -0.251
N: 0.014 3.852 2.397  -0.076
H: 5.648 -2.290 4.389  0.014
H: 6.529 -0.869 3.771  0.017
H: 5.087 -1.447 2.921  -0.036
H: 0.523 2.009 5.268  0.112
H: 0.175 4.534 5.775  0.091
H: 0.210 6.811 4.933  0.084
H: -0.028 7.237 2.422  0.051
H: 0.095 5.277 0.952  0.086
N: 3.268 5.172 -1.209  0.102
C: 4.377 4.897 -0.434  -0.083
C: 4.018 3.855 0.368  -0.111
N: 2.730 3.491 0.096  0.046
C: 2.302 4.283 -0.850  -0.289
C: 0.947 4.219 -1.372  -0.289
N: 0.075 3.311 -1.002  0.081
C: -1.096 3.620 -1.636  -0.150
C: -0.931 4.729 -2.409  -0.081
N: 0.383 5.107 -2.236  0.104
H: 3.216 5.864 -1.934  0.142
H: 5.291 5.454 -0.532  0.100
H: 4.590 3.323 1.110  0.092
H: -1.967 2.997 -1.502  0.059
H: -1.602 5.271 -3.052  0.102
H: 0.823 5.908 -2.651  0.143
Se: 2.469 -0.583 -6.262  0.202
P: 1.600 -1.545 -4.586  0.528
C: 2.560 -2.998 -4.060  -0.354
C: 2.737 -4.044 -4.965  -0.109
C: 3.479 -5.157 -4.609  -0.091
C: 4.063 -5.227 -3.348  -0.097
C: 3.906 -4.180 -2.454  -0.071
C: 3.158 -3.063 -2.808  -0.073
C: -0.022 -2.243 -5.059  -0.333
C: -0.809 -1.545 -5.973  -0.125
C: -2.005 -2.081 -6.417  -0.099
C: -2.432 -3.320 -5.955  -0.096
C: -1.653 -4.023 -5.050  -0.074
C: -0.447 -3.490 -4.613  -0.091
C: 1.492 -0.541 -3.111  -0.471
C: 0.704 -0.389 -1.953  -0.432
N: 1.369 0.472 -1.167  -0.095
N: 2.474 0.848 -1.782  -0.046
N: 2.583 0.240 -2.945  -0.023
P: -0.989 -0.788 -1.510  0.650
Se: -2.008 0.402 -0.047  0.421
C: -1.226 -2.576 -1.294  -0.341
C: -0.186 -3.465 -1.522  -0.109
C: -0.359 -4.822 -1.302  -0.083
C: -1.582 -5.298 -0.845  -0.099
C: -2.616 -4.409 -0.587  -0.086
C: -2.434 -3.048 -0.796  -0.107
C: -1.875 -0.356 -3.050  -0.348
C: -3.050 -0.999 -3.424  -0.087
C: -3.836 -0.487 -4.448  -0.104
C: -3.456 0.668 -5.112  -0.108
C: -2.274 1.305 -4.757  -0.086
C: -1.489 0.799 -3.734  -0.100
H: 2.293 -3.975 -5.952  0.104
H: 3.606 -5.969 -5.315  0.095
H: 4.644 -6.097 -3.068  0.095
H: 4.360 -4.221 -1.472  0.107
H: 3.043 -2.250 -2.101  0.109
H: -0.461 -0.591 -6.348  0.068
H: -2.611 -1.523 -7.120  0.103
H: -3.371 -3.734 -6.301  0.098
H: -1.973 -4.988 -4.678  0.102
H: 0.161 -4.061 -3.929  0.084
H: 0.782 -3.086 -1.821  0.085
H: 0.469 -5.501 -1.468  0.106
H: -1.718 -6.357 -0.661  0.094
H: -3.559 -4.770 -0.195  0.097
H: -3.215 -2.343 -0.535  0.082
H: -3.364 -1.900 -2.915  0.097
H: -4.747 -1.003 -4.728  0.102
H: -4.073 1.069 -5.908  0.095
H: -1.958 2.204 -5.273  0.102
H: -0.579 1.313 -3.453  0.105
C: -5.216 3.119 1.618  -0.100
C: -3.950 3.385 1.063  -0.108
C: -2.823 3.369 1.835  -0.044
C: -2.867 3.087 3.231  -0.060
C: -1.720 3.055 4.106  -0.040
C: -1.940 2.662 5.408  -0.055
C: -3.201 2.322 5.921  -0.084
C: -4.299 2.396 5.121  -0.065
C: -4.154 2.777 3.770  -0.168
C: -5.306 2.819 2.943  -0.062
H: -6.102 3.134 0.994  0.092
H: -3.863 3.583 0.002  0.087
H: -1.864 3.553 1.384  0.070
H: -1.112 2.648 6.104  0.094
H: -3.288 2.015 6.957  0.095
H: -5.289 2.156 5.495  0.099
H: -6.264 2.586 3.396  0.099
O: 0.399 -1.883 0.716  -0.040
C: 0.449 -1.438 1.875  -0.637
O: 0.442 -0.239 2.245  -0.253
C: 0.527 -2.461 3.003  -0.083
C: 0.992 -2.084 4.258  0.015
C: 1.091 -3.020 5.276  0.014
C: 0.700 -4.324 5.013  -0.166
C: 0.230 -4.727 3.769  -0.004
C: 0.158 -3.782 2.763  0.003
N: 0.788 -5.319 6.081  -0.358
O: 1.166 -4.958 7.185  0.048
O: 0.475 -6.475 5.826  0.035
H: 1.291 -1.056 4.417  0.101
H: 1.470 -2.752 6.250  0.115
H: -0.059 -5.755 3.611  0.108
H: -0.180 -4.042 1.767  0.107

The calculation puts the HOMO energy at -1.59 eV. For the HOMO-LUMO gap, the calculation gives 4.94 eV. As for the LUMO energy: 3.351 eV. Its total charge is -2. The spin multiplicity is 1.

ORCA calculation (wB97M-V/def2-TZVPD) on a structure of composition C57H48CoN3Sb2 in a non-equilibrium geometry.

Each line ends with the Mulliken spin population.
Cartesian coordinates (Å):
Co: 0.120 -0.105 0.108  2.791
C: -0.426 2.509 3.487  -0.019
C: 0.005 2.012 2.256  0.002
N: -0.643 1.077 1.584  0.002
C: -1.822 0.617 2.066  0.021
C: -2.343 1.078 3.302  -0.037
C: -1.592 2.025 4.025  0.024
C: -3.599 0.608 3.738  0.200
C: -4.326 -0.237 2.936  -0.044
C: -3.834 -0.686 1.716  0.210
C: -2.567 -0.316 1.255  0.032
N: -1.918 -0.683 0.132  0.402
C: -2.278 -1.436 -0.927  0.008
C: -3.448 -2.173 -1.137  0.217
C: -3.628 -2.945 -2.279  -0.051
C: -2.680 -2.990 -3.271  0.200
C: -1.510 -2.212 -3.159  -0.031
C: -0.553 -2.126 -4.191  0.019
C: 0.512 -1.275 -4.043  -0.022
C: 0.653 -0.567 -2.847  -0.018
N: -0.191 -0.677 -1.835  -0.009
C: -1.294 -1.451 -1.983  0.010
H: 0.150 3.269 3.986  0.000
H: 0.903 2.402 1.791  0.007
H: -1.958 2.383 4.976  0.000
H: -3.987 0.944 4.687  0.000
H: -5.306 -0.562 3.250  0.002
H: -4.469 -1.332 1.141  -0.011
H: -4.239 -2.175 -0.413  -0.006
H: -4.538 -3.513 -2.382  0.001
H: -2.824 -3.593 -4.154  0.000
H: -0.690 -2.701 -5.095  0.000
H: 1.237 -1.138 -4.828  0.000
H: 1.475 0.130 -2.728  0.021
C: 2.259 3.500 -1.716  0.014
C: 2.989 2.532 -2.596  -0.009
C: 3.289 2.874 -3.910  0.000
C: 3.976 2.003 -4.737  0.000
C: 4.404 0.783 -4.245  0.000
C: 4.119 0.427 -2.937  0.000
C: 3.397 1.286 -2.122  0.005
Sb: 2.999 0.761 -0.047  0.001
C: 4.782 1.853 0.594  0.015
C: 5.934 1.480 -0.075  0.018
C: 7.148 2.050 0.264  0.002
C: 7.206 2.991 1.276  -0.001
C: 6.046 3.376 1.923  0.002
C: 4.814 2.820 1.589  -0.017
C: 3.569 3.279 2.292  0.008
C: 3.798 -1.251 -0.048  -0.001
C: 3.335 -2.065 -1.076  0.010
C: 3.905 -3.299 -1.322  0.001
C: 4.926 -3.745 -0.498  0.001
C: 5.322 -2.980 0.580  0.001
C: 4.771 -1.723 0.830  -0.002
C: 5.275 -0.951 2.007  0.003
H: 1.987 4.395 -2.268  0.001
H: 2.899 3.800 -0.884  -0.002
H: 1.344 3.050 -1.315  -0.003
H: 2.981 3.838 -4.285  0.000
H: 4.180 2.279 -5.760  0.000
H: 4.966 0.107 -4.870  0.000
H: 4.468 -0.527 -2.563  0.000
H: 5.893 0.740 -0.863  0.000
H: 8.041 1.755 -0.264  0.001
H: 8.151 3.428 1.559  0.000
H: 6.092 4.124 2.702  0.000
H: 3.803 4.049 3.024  0.000
H: 3.085 2.446 2.807  -0.003
H: 2.867 3.704 1.572  0.000
H: 2.532 -1.719 -1.717  -0.006
H: 3.563 -3.891 -2.156  0.000
H: 5.398 -4.697 -0.679  0.000
H: 6.090 -3.348 1.244  0.000
H: 5.324 -1.589 2.887  0.000
H: 4.656 -0.086 2.239  0.000
H: 6.290 -0.607 1.813  0.000
C: 2.500 -6.472 0.152  0.001
C: 1.471 -5.863 -0.546  0.002
C: 1.016 -4.613 -0.166  -0.008
C: 1.585 -3.979 0.927  0.012
C: 2.635 -4.567 1.607  0.005
C: 3.088 -5.818 1.221  0.001
Sb: 0.697 -2.162 1.640  0.001
C: 1.816 -1.700 3.420  0.018
C: 2.233 -0.400 3.653  -0.007
C: 2.938 -0.082 4.802  0.006
C: 3.238 -1.078 5.717  -0.001
C: 2.808 -2.376 5.495  0.001
C: 2.088 -2.689 4.355  -0.012
C: -0.981 -3.161 2.554  0.011
C: -1.159 -3.136 3.929  0.000
C: -2.209 -3.831 4.504  0.000
C: -3.100 -4.531 3.708  -0.001
C: -2.926 -4.552 2.334  -0.002
C: -1.865 -3.876 1.757  0.015
H: 2.854 -7.446 -0.148  0.000
H: 1.016 -6.366 -1.386  0.000
H: 0.224 -4.134 -0.732  -0.001
H: 3.103 -4.052 2.434  0.000
H: 3.902 -6.281 1.757  0.000
H: 2.003 0.375 2.929  0.010
H: 3.258 0.933 4.982  0.000
H: 3.813 -0.844 6.599  0.000
H: 3.033 -3.151 6.212  0.000
H: 1.736 -3.700 4.203  0.000
H: -0.467 -2.593 4.559  0.000
H: -2.326 -3.830 5.577  0.000
H: -3.918 -5.070 4.159  0.000
H: -3.613 -5.107 1.713  0.000
H: -1.720 -3.924 0.685  -0.010

The calculation puts the HOMO energy (spin up / spin down) at -12.88 / -13.14 eV. For the HOMO-LUMO gap (spin up / spin down), the calculation gives 7.16 / 5.62 eV. As for the LUMO energy (spin up / spin down): -5.721 / -7.518 eV. Its total charge is +2. The spin multiplicity is 5. Its expectation value of S² is 6.090.

Asked for E_tot across the records above, the calculation gives -9415.22741 -4227.93090 a.u. in order.